A molecular structure, C4H14N2O at a distorted geometry. Source: OMol25; level of theory: wB97M-V/def2-TZVPD.

Kohn-Sham gap: 9.98 eV
HOMO level: -0.3294 Eh
ΔE to the lowest compared entry with this formula, charge and spin: 111.12 kcal per mole
Calculated total energy: -345.3991 a.u.
LUMO level: 1.02 eV

Structure (ORCA input):
```
! RIJCOSX wB97M-V def2-TZVPD def2/J DEFGRID3
* xyz 0 1
C 0.62334 0.99895 -0.54773
C 1.77617 0.75970 0.43087
C 1.90052 -0.69881 0.86637
O 0.82905 0.27433 -1.76447
H 1.69810 0.47042 -2.13411
H 0.64366 2.06147 -0.82766
H -0.33429 0.26160 -0.14629
H 1.61954 1.40088 1.30159
H 2.72952 1.07752 -0.01076
H 2.09439 -1.34239 0.00957
H 0.97624 -1.03994 1.33058
H 2.70532 -0.83183 1.58772
C -2.25424 -0.72822 0.84537
N -1.28411 -1.00548 0.03837
N -1.60764 -1.37404 -1.24531
H -1.64831 1.99289 0.44883
H -2.30412 -0.75432 -1.66459
H -0.76209 -1.35158 -1.80353
H -2.04777 -0.79169 1.90258
H -3.29640 -0.77289 0.53217
H -2.05688 1.39345 0.85045
*
```